DFT (ωB97M-V/def2-TZVPD) results for C33H30N2OP2S2Se3TeY as an isolated structure.

Geometry as ORCA input:
```
! RIJCOSX wB97M-V def2-TZVPD def2/J DEFGRID3
* xyz -1 1
Y 0.03 0.00 -0.36
S -0.93 1.11 3.23
P -1.58 2.19 1.67
C -0.65 2.30 0.27
P 0.90 2.97 0.30
S 2.32 1.53 0.20
C 1.16 4.06 -1.13
C 0.20 4.12 -2.13
C 0.43 4.90 -3.26
C 1.61 5.62 -3.39
C 2.57 5.56 -2.38
C 2.35 4.77 -1.27
C 1.21 4.08 1.72
C 1.76 3.57 2.89
C 1.87 4.37 4.02
C 1.42 5.69 3.98
C 0.86 6.20 2.81
C 0.76 5.40 1.69
C -2.08 3.85 2.30
C -2.05 4.18 3.65
C -2.40 5.46 4.06
C -2.80 6.41 3.14
C -2.84 6.08 1.79
C -2.48 4.81 1.37
C -3.19 1.49 1.13
C -3.96 0.69 1.97
C -5.16 0.16 1.53
C -5.61 0.41 0.24
C -4.85 1.21 -0.60
C -3.65 1.75 -0.16
H -0.70 3.54 -2.03
H -0.31 4.94 -4.05
H 1.79 6.23 -4.27
H 3.50 6.12 -2.48
H 3.11 4.70 -0.49
H 2.09 2.54 2.91
H 2.29 3.97 4.93
H 1.49 6.31 4.86
H 0.50 7.22 2.79
H 0.32 5.79 0.78
H -1.72 3.43 4.36
H -2.36 5.72 5.12
H -3.08 7.41 3.46
H -3.15 6.83 1.06
H -2.47 4.56 0.32
H -3.59 0.48 2.97
H -5.74 -0.48 2.19
H -6.54 -0.02 -0.10
H -5.18 1.41 -1.62
H -3.04 2.36 -0.82
C 2.39 -3.20 1.48
C 1.13 -2.42 1.66
O 1.06 -1.24 1.32
N 0.08 -3.04 2.23
C -1.16 -2.32 2.50
C -2.16 -2.46 1.39
C -3.23 -3.33 1.54
C -4.14 -3.49 0.51
C -3.94 -2.77 -0.65
C -2.86 -1.91 -0.72
N -1.98 -1.74 0.27
H 2.74 -3.05 0.46
H 2.26 -4.27 1.67
H 3.14 -2.80 2.17
H 0.14 -4.02 2.42
H -0.92 -1.27 2.67
H -1.58 -2.72 3.43
H -3.34 -3.88 2.47
H -4.98 -4.16 0.61
H -4.61 -2.84 -1.49
H -2.67 -1.32 -1.62
Se 0.90 -2.48 -1.83
Se 1.73 -0.51 -2.75
Te -0.03 0.03 -4.46
Se -1.64 0.77 -2.70
*
```

Output
**Kohn-Sham gap**: 6.073 eV
**HOMO level**: -3.936 eV